No. 1
A molecular structure, C18H25CuF6IN3O7S3. Source: the Open Molecules 2025 dataset; level of theory: ωB97M-V/def2-TZVPD.

Geometry (Å):
Cu (0.46, 0.34, 0.20)
F (3.59, -2.05, 2.08)
C (3.10, -1.20, 2.99)
F (3.82, -1.32, 4.10)
F (1.84, -1.55, 3.26)
S (3.17, 0.52, 2.34)
O (2.48, 0.43, 1.07)
O (4.55, 0.86, 2.32)
N (2.44, 1.35, 3.45)
S (0.89, 1.56, 3.62)
O (0.08, 1.22, 2.48)
O (0.43, 1.17, 4.92)
C (0.85, 3.40, 3.65)
F (1.35, 3.91, 2.53)
F (-0.43, 3.80, 3.77)
F (1.53, 3.89, 4.69)
C (-2.61, 3.17, -1.52)
N (-1.21, 3.34, -1.15)
C (-1.02, 3.83, 0.21)
C (-0.25, 2.62, -1.75)
S (1.21, 2.25, -0.94)
N (-0.44, 2.22, -3.02)
C (0.38, 1.15, -3.57)
C (-1.14, 3.03, -4.00)
H (-3.18, 2.96, -0.61)
H (-2.73, 2.32, -2.18)
H (-3.02, 4.07, -1.99)
H (-1.79, 4.57, 0.41)
H (-0.04, 4.29, 0.31)
H (-1.10, 3.00, 0.92)
H (0.56, 0.38, -2.83)
H (1.34, 1.52, -3.93)
H (-0.17, 0.72, -4.41)
H (-1.40, 4.00, -3.58)
H (-2.05, 2.55, -4.36)
H (-0.48, 3.20, -4.85)
C (-3.70, 0.23, -0.16)
C (-2.33, -0.43, 0.05)
C (-2.23, -1.63, -0.90)
C (-2.25, -0.88, 1.51)
O (-1.35, 0.53, -0.27)
H (-4.51, -0.48, 0.08)
H (-3.82, 0.55, -1.20)
H (-3.80, 1.09, 0.50)
H (-3.02, -2.36, -0.70)
H (-1.27, -2.13, -0.78)
H (-2.32, -1.30, -1.93)
H (-3.07, -1.57, 1.75)
H (-2.31, -0.01, 2.17)
H (-1.30, -1.39, 1.70)
I (2.95, -8.19, -0.32)
C (2.38, -6.17, -0.40)
C (1.79, -5.59, 0.72)
C (1.42, -4.26, 0.66)
C (1.62, -3.52, -0.50)
C (2.21, -4.12, -1.60)
C (2.59, -5.45, -1.56)
C (1.21, -2.06, -0.57)
O (1.40, -1.43, -1.61)
O (0.66, -1.60, 0.49)
H (1.64, -6.17, 1.62)
H (0.97, -3.77, 1.51)
H (2.36, -3.52, -2.49)
H (3.05, -5.92, -2.42)

Calculated values
maximum force	0.3	eV/A
ΔE to the lowest compared entry with this formula, charge and spin	0.0	kJ/mol
total charge	-1
orbital gap (alpha / beta)	8.03 / 7.99	eV
HOMO level (alpha / beta)	-5.936 / -5.899	eV
multiplicity	2
energy	-139428.688	eV
M	796.05	g/mol

These are the natural (NBO) partial charges, in e, on atoms 1 to 5: atom 1 (Cu): 1.422, atom 2 (F): -0.311, atom 3 (C): 0.713, atom 4 (F): -0.316, atom 5 (F): -0.312

No. 2
3 unconnected molecules or ions with the total composition C18H25F4O7S. Source: the Open Molecules 2025 dataset; level of theory: ωB97M-V/def2-TZVPD.

Geometry (Å):
C (3.37, -2.78, -3.47)
C (3.29, -1.90, -2.63)
C (3.10, -0.65, -1.74)
C (1.81, -0.68, -0.77)
C (0.54, -1.37, -1.42)
F (0.43, -0.98, -2.78)
F (-0.70, -0.94, -0.85)
C (0.47, -2.97, -1.41)
F (-0.30, -3.53, -0.36)
F (-0.23, -3.35, -2.60)
O (1.44, 0.76, -0.71)
S (0.95, 1.25, 0.77)
O (2.07, 2.01, 1.38)
O (-0.17, 2.24, 0.57)
C (0.35, -0.04, 1.91)
C (1.23, -1.38, 1.76)
C (2.32, -1.24, 0.62)
C (3.09, -2.64, 0.54)
O (4.30, -2.74, 0.19)
O (2.43, -3.76, 0.87)
H (3.56, -3.49, -4.32)
H (3.08, 0.30, -2.38)
H (3.99, -0.55, -1.04)
H (1.46, -3.50, -1.46)
H (0.50, 0.36, 2.96)
H (-0.74, -0.29, 1.77)
H (0.57, -2.29, 1.69)
H (1.80, -1.49, 2.74)
H (3.12, -0.52, 1.00)
C (-1.12, 6.08, -1.64)
C (-0.15, 5.87, -0.49)
C (1.13, 5.55, -1.21)
O (1.10, 6.24, -2.47)
C (-0.23, 6.75, -2.67)
H (-1.99, 6.68, -1.38)
H (-1.46, 5.11, -2.01)
H (-0.04, 6.80, 0.08)
H (-0.46, 5.08, 0.21)
H (1.20, 4.47, -1.43)
H (2.02, 5.85, -0.65)
H (-0.20, 7.83, -2.53)
H (-0.54, 6.54, -3.70)
C (-3.22, -4.20, 2.67)
C (-3.77, -3.78, 1.32)
C (-4.45, -2.46, 1.64)
O (-3.72, -1.88, 2.73)
C (-2.83, -2.87, 3.27)
H (-2.40, -4.90, 2.61)
H (-4.02, -4.65, 3.26)
H (-2.94, -3.61, 0.62)
H (-4.44, -4.51, 0.87)
H (-5.48, -2.62, 1.97)
H (-4.45, -1.77, 0.79)
H (-1.81, -2.59, 2.97)
H (-2.89, -2.86, 4.36)

Calculated values
maximum force	7.1	eV/A
total charge	-1
orbital gap	7.86	eV
HOMO level	-5.170	eV
energy	-55105.986	eV
M	461.45	g/mol

These are the natural (NBO) partial charges, in e, on atoms 1 to 5: atom 1 (C): -0.250, atom 2 (C): -0.012, atom 3 (C): -0.488, atom 4 (C): 0.238, atom 5 (C): 0.613

No. 3
A molecular structure, C18H25F7IrN2O5SSe2. Source: the Open Molecules 2025 dataset; level of theory: ωB97M-V/def2-TZVPD.

Geometry (Å):
Ir (0.04, 0.05, -0.10)
C (1.92, 0.63, -2.66)
C (1.01, -0.42, -3.29)
N (0.10, -1.08, -2.34)
C (-1.21, -1.26, -2.96)
C (-2.28, -1.83, -2.04)
C (0.62, -2.37, -1.88)
C (1.97, -2.27, -1.18)
N (1.94, -1.33, -0.08)
C (3.01, -1.30, 0.71)
C (2.96, -0.60, 1.95)
F (1.78, -0.04, 2.31)
C (4.02, -0.49, 2.81)
F (3.87, 0.21, 3.96)
C (5.24, -1.09, 2.55)
C (5.32, -1.80, 1.37)
F (6.50, -2.41, 1.07)
C (4.27, -1.92, 0.49)
F (4.54, -2.63, -0.65)
H (2.40, 1.22, -3.44)
H (2.69, 0.19, -2.03)
H (1.32, 1.30, -2.05)
H (1.62, -1.18, -3.82)
H (0.40, 0.09, -4.04)
H (-1.11, -1.91, -3.86)
H (-1.56, -0.28, -3.28)
H (-2.11, -2.88, -1.80)
H (-3.24, -1.74, -2.53)
H (-2.31, -1.25, -1.13)
H (0.71, -3.08, -2.72)
H (-0.08, -2.78, -1.15)
H (2.74, -1.99, -1.91)
H (2.21, -3.27, -0.81)
H (6.07, -1.00, 3.22)
O (-2.04, 1.10, 5.28)
C (-2.79, 1.46, 4.15)
C (-2.04, 1.02, 2.87)
C (-2.86, 1.52, 1.66)
O (-2.56, 0.76, 0.52)
C (-2.03, -0.51, 2.92)
Se (-1.05, -1.55, 1.55)
C (-0.64, 1.64, 2.93)
Se (0.20, 2.19, 1.23)
H (-2.50, 1.42, 6.07)
H (-2.95, 2.55, 4.11)
H (-3.78, 0.98, 4.18)
H (-2.65, 2.58, 1.49)
H (-3.94, 1.41, 1.88)
H (-2.85, 1.24, -0.26)
H (-3.06, -0.87, 2.86)
H (-1.60, -0.81, 3.88)
H (0.05, 0.95, 3.41)
H (-0.69, 2.55, 3.53)
F (-0.71, 3.84, -3.41)
C (-1.76, 3.04, -3.60)
F (-2.76, 3.80, -4.07)
F (-1.43, 2.18, -4.58)
S (-2.20, 2.12, -2.02)
O (-2.68, 3.14, -1.13)
O (-3.19, 1.17, -2.44)
O (-0.89, 1.57, -1.70)

Calculated values
maximum force	2.6	eV/A
ΔE to the lowest compared entry with this formula, charge and spin	234.9	kJ/mol
total charge	-1
orbital gap (alpha / beta)	6.56 / 6.56	eV
HOMO level (alpha / beta)	-4.594 / -4.594	eV
energy	-195678.202	eV
M	864.60	g/mol

These are the natural (NBO) partial charges, in e, on atoms 1 to 5: atom 1 (Ir): 0.779, atom 2 (C): -0.618, atom 3 (C): -0.226, atom 4 (N): -0.469, atom 5 (C): -0.223

No. 4
A molecular structure, C18H25FN3NbO2Si. Source: the Open Molecules 2025 dataset; level of theory: ωB97M-V/def2-TZVPD.

Geometry (Å):
Nb (0.25, 0.10, -0.34)
C (0.35, 0.79, -2.83)
Si (-1.42, 0.05, -2.69)
C (-2.64, 1.24, -3.47)
C (-1.31, -1.74, -3.29)
N (-1.68, 0.01, -0.92)
C (-2.73, -0.51, -0.08)
C (-3.83, -1.21, -0.52)
C (-4.60, -1.93, 0.44)
C (-4.25, -1.95, 1.80)
C (-3.25, -1.08, 2.25)
C (-2.49, -0.42, 1.30)
F (-1.27, 0.18, 1.67)
H (0.99, 0.21, -3.52)
H (1.05, 0.95, -1.93)
H (0.22, 1.83, -3.19)
H (-2.13, 1.80, -4.32)
H (-2.89, 2.00, -2.70)
H (-3.57, 0.78, -3.84)
H (-1.60, -1.88, -4.37)
H (-1.96, -2.39, -2.67)
H (-0.28, -2.14, -3.17)
H (-4.05, -1.21, -1.57)
H (-5.44, -2.53, 0.05)
H (-4.73, -2.60, 2.54)
H (-3.02, -0.99, 3.31)
N (4.26, 1.96, 4.00)
C (3.74, 1.43, 2.89)
O (4.21, 0.44, 2.31)
C (2.45, 2.06, 2.37)
C (1.64, 3.05, 3.00)
C (0.59, 3.58, 2.24)
C (0.27, 3.12, 0.97)
N (0.94, 2.02, 0.46)
C (2.13, 1.65, 1.09)
H (5.04, 1.41, 4.39)
H (4.23, 2.96, 4.23)
H (1.81, 3.37, 4.03)
H (-0.04, 4.35, 2.70)
H (-0.50, 3.59, 0.34)
H (2.87, 1.13, 0.53)
C (3.61, -1.81, -0.69)
O (2.38, -1.10, -0.75)
C (1.17, -1.61, -0.34)
C (0.98, -3.03, 0.01)
H (4.30, -1.05, -0.22)
H (3.95, -1.99, -1.71)
H (3.57, -2.72, -0.06)
H (0.33, -3.54, -0.73)
H (0.43, -3.09, 0.95)
H (1.95, -3.54, 0.08)

Calculated values
maximum force	4.5	eV/A
ΔE to the lowest compared entry with this formula, charge and spin	131.3	kJ/mol
total charge	+2
orbital gap (alpha / beta)	6.56 / 6.55	eV
HOMO level (alpha / beta)	-14.313 / -14.315	eV
energy	-39765.950	eV
M	455.41	g/mol

These are the natural (NBO) partial charges, in e, on atoms 1 to 5: atom 1 (Nb): 1.599, atom 2 (C): -1.031, atom 3 (Si): 1.752, atom 4 (C): -1.122, atom 5 (C): -1.135

No. 5
A gas-phase ion, C18H25N2O4S (charge -1). Source: the Open Molecules 2025 dataset; level of theory: ωB97M-V/def2-TZVPD.

Geometry (Å):
C (-3.15, 3.03, 4.09)
C (-2.77, 2.65, 3.01)
C (-2.64, 1.96, 1.68)
C (-1.38, 0.96, 1.60)
C (-0.22, 1.87, 1.08)
O (1.09, 1.46, 1.45)
C (2.08, 1.97, 0.60)
C (2.77, 0.83, -0.21)
O (3.15, 1.25, -1.53)
C (3.34, 0.15, -2.39)
C (4.71, -0.59, -2.16)
C (-1.20, 0.48, 3.09)
O (-2.01, -0.37, 3.53)
O (-0.31, 0.96, 3.83)
N (-1.82, -0.13, 0.71)
C (-2.12, 0.27, -0.67)
C (-1.30, -0.50, -1.76)
C (-1.58, 0.13, -3.15)
S (-0.65, -0.84, -4.43)
C (-1.11, -1.35, 0.84)
C (-1.92, -2.53, 0.84)
C (-1.29, -3.79, 0.92)
C (0.13, -3.78, 1.00)
C (0.78, -2.54, 1.00)
N (0.21, -1.34, 0.91)
H (-3.60, 3.52, 4.95)
H (-2.49, 2.74, 0.91)
H (-3.56, 1.41, 1.42)
H (-0.22, 2.04, -0.02)
H (-0.38, 2.87, 1.54)
H (1.75, 2.79, -0.07)
H (2.88, 2.41, 1.25)
H (3.64, 0.41, 0.34)
H (2.03, 0.01, -0.31)
H (3.29, 0.46, -3.45)
H (2.55, -0.63, -2.27)
H (5.12, -0.37, -1.16)
H (5.41, -0.30, -2.97)
H (4.60, -1.69, -2.22)
H (-2.04, 1.35, -0.88)
H (-3.20, 0.00, -0.86)
H (-0.23, -0.33, -1.53)
H (-1.55, -1.58, -1.82)
H (-1.24, 1.18, -3.20)
H (-2.66, 0.07, -3.41)
H (-0.59, -2.10, -3.91)
H (-3.01, -2.46, 0.76)
H (-1.86, -4.73, 0.90)
H (0.68, -4.73, 1.05)
H (1.88, -2.56, 1.09)

Calculated values
maximum force	2.6	eV/A
total charge	-1
orbital gap	6.35	eV
SMILES	C#CC[C@@](COCCOCC)(C(=O)[O-])N(CCCS)c1ccccn1
HOMO level	-3.950	eV
energy	-41073.988	eV
M	365.48	g/mol

These are the natural (NBO) partial charges, in e, on atoms 1 to 5: atom 1 (C): -0.259, atom 2 (C): 0.028, atom 3 (C): -0.460, atom 4 (C): 0.018, atom 5 (C): -0.072

No. 6
A molecular structure, C18H25N2OsS. Source: the Open Molecules 2025 dataset; level of theory: ωB97M-V/def2-TZVPD.

Geometry (Å):
C (-0.77, -3.44, 0.20)
C (0.38, -3.84, 1.04)
C (-2.10, -3.79, 0.79)
C (-0.62, -3.83, -1.22)
H (-2.22, -4.89, 0.78)
H (-2.94, -3.37, 0.22)
H (-2.19, -3.47, 1.83)
H (0.44, -4.94, 1.09)
H (0.27, -3.48, 2.06)
H (1.32, -3.47, 0.61)
H (-0.62, -4.93, -1.29)
H (0.33, -3.47, -1.63)
H (-1.45, -3.47, -1.84)
C (-0.32, 1.42, 1.69)
C (-1.49, 0.63, 1.63)
C (-1.11, -0.73, 1.69)
H (-2.51, 0.98, 1.55)
C (0.30, -0.79, 1.81)
C (0.79, 0.52, 1.78)
H (1.84, 0.77, 1.84)
H (-0.27, 2.50, 1.69)
H (-1.79, -1.57, 1.68)
H (0.90, -1.68, 1.88)
C (-0.76, 0.38, -2.97)
C (-1.57, 1.26, -2.20)
C (-2.18, 0.51, -1.14)
H (-1.80, 2.30, -2.42)
C (-1.73, -0.86, -1.27)
C (-0.80, -0.91, -2.38)
H (-0.30, -1.80, -2.75)
H (-0.27, 0.62, -3.91)
H (-2.99, 0.83, -0.49)
H (-2.21, -1.72, -0.79)
Os (-0.25, 0.13, 0.03)
C (0.64, 4.52, -0.53)
N (1.86, 3.87, -0.06)
C (2.88, 4.50, 0.66)
C (3.85, 3.58, 0.87)
N (3.42, 2.40, 0.29)
C (2.19, 2.57, -0.27)
S (1.35, 1.38, -1.22)
H (0.63, 4.59, -1.62)
H (-0.25, 3.96, -0.20)
H (0.62, 5.53, -0.10)
H (2.79, 5.53, 0.95)
H (4.80, 3.67, 1.37)
H (3.92, 1.51, 0.25)

Calculated values
maximum force	7.4	eV/A
ΔE to the lowest compared entry with this formula, charge and spin	43.5	kJ/mol
total charge	+1
orbital gap (alpha / beta)	5.91 / 6.78	eV
HOMO level (alpha / beta)	-8.397 / -11.233	eV
multiplicity	5
energy	-35342.730	eV
M	491.71	g/mol

These are the natural (NBO) partial charges, in e, on atoms 1 to 5: atom 1 (C): 0.141, atom 2 (C): -0.694, atom 3 (C): -0.700, atom 4 (C): -0.692, atom 5 (H): 0.229

No. 7
A molecular structure, C18H25N6OSSn. Source: the Open Molecules 2025 dataset; level of theory: ωB97M-V/def2-TZVPD.

Geometry (Å):
Sn (0.00, 0.00, 0.00)
C (-1.13, 3.11, 1.91)
C (-1.07, 2.18, 0.72)
N (-0.01, 1.99, 0.00)
N (1.19, 2.51, 0.38)
C (2.32, 1.69, 0.42)
N (3.45, 2.41, 0.72)
S (2.46, 0.03, 0.20)
C (-2.30, 1.37, 0.41)
C (-3.56, 1.98, 0.41)
C (-4.67, 1.17, 0.18)
C (-4.50, -0.19, -0.03)
C (-3.21, -0.71, -0.02)
N (-2.11, 0.04, 0.20)
H (-0.33, 2.86, 2.61)
H (-2.08, 3.03, 2.45)
H (-1.00, 4.14, 1.57)
H (1.21, 3.31, 0.99)
H (3.50, 3.35, 0.38)
H (4.31, 1.88, 0.65)
H (-3.67, 3.04, 0.58)
H (-5.67, 1.60, 0.18)
H (-5.35, -0.84, -0.21)
H (-3.03, -1.77, -0.19)
C (4.84, 0.16, 6.74)
C (4.18, -1.21, 6.56)
N (2.81, -1.09, 6.05)
C (1.75, -1.59, 6.92)
C (1.54, -0.68, 8.13)
C (2.61, -0.63, 4.75)
O (3.60, -0.45, 4.05)
C (1.28, -0.33, 4.10)
C (0.03, 0.04, 4.84)
C (-1.10, 0.32, 4.16)
C (-1.09, 0.28, 2.69)
N (0.00, 0.00, 2.05)
C (1.21, -0.31, 2.74)
H (5.86, 0.03, 7.15)
H (4.25, 0.78, 7.45)
H (4.92, 0.71, 5.78)
H (4.19, -1.71, 7.56)
H (4.79, -1.84, 5.88)
H (2.01, -2.61, 7.26)
H (0.80, -1.74, 6.38)
H (2.47, -0.61, 8.74)
H (0.74, -1.08, 8.77)
H (1.27, 0.35, 7.81)
H (-0.01, 0.13, 5.91)
H (-2.00, 0.59, 4.69)
H (-2.00, 0.52, 2.15)
H (2.09, -0.54, 2.15)
H (0.00, -1.75, 0.00)

Calculated values
maximum force	6.9	eV/A
total charge	+3
orbital gap	4.58	eV
HOMO level	-16.262	eV
energy	-46695.370	eV
M	492.22	g/mol

These are the natural (NBO) partial charges, in e, on atoms 1 to 5: atom 1 (Sn): 1.700, atom 2 (C): -0.730, atom 3 (C): 0.428, atom 4 (N): -0.393, atom 5 (N): -0.432

No. 8
A single C18H25NO3 molecule. Source: the Open Molecules 2025 dataset; level of theory: ωB97M-V/def2-TZVPD.

Geometry (Å):
C (0.54, -1.47, 1.15)
C (-0.17, -1.79, 2.46)
C (0.03, -0.72, 3.53)
C (-0.63, 0.63, 3.23)
C (-2.16, 0.59, 3.20)
C (-2.77, 0.57, 1.80)
C (-2.62, 1.91, 1.09)
C (-3.19, 1.87, -0.34)
O (-2.69, 0.79, -1.11)
C (-1.38, 0.75, -1.46)
C (-0.94, -0.47, -1.98)
C (0.38, -0.64, -2.34)
C (1.29, 0.41, -2.22)
C (0.84, 1.62, -1.73)
C (-0.48, 1.80, -1.36)
H (-0.79, 2.77, -0.99)
H (1.54, 2.44, -1.62)
C (2.75, 0.20, -2.55)
C (3.32, -0.70, -1.46)
O (3.51, -0.44, -0.31)
N (3.55, -1.93, -2.04)
C (3.35, -1.98, -3.40)
O (3.47, -2.97, -4.08)
C (2.99, -0.58, -3.85)
H (2.12, -0.59, -4.50)
H (3.83, -0.18, -4.42)
H (3.85, -2.73, -1.51)
H (3.26, 1.17, -2.54)
H (0.70, -1.60, -2.72)
H (-1.65, -1.27, -2.06)
H (-4.26, 1.69, -0.30)
H (-3.02, 2.83, -0.85)
H (-1.57, 2.19, 1.05)
H (-3.15, 2.69, 1.63)
H (-2.30, -0.21, 1.20)
H (-3.84, 0.33, 1.88)
H (-2.56, 1.46, 3.73)
H (-2.50, -0.29, 3.75)
H (-0.30, 1.33, 4.00)
H (-0.24, 0.99, 2.27)
H (1.10, -0.56, 3.67)
H (-0.38, -1.10, 4.48)
H (-1.23, -1.94, 2.27)
H (0.23, -2.74, 2.85)
H (0.44, -2.29, 0.45)
H (0.13, -0.58, 0.69)
H (1.60, -1.29, 1.32)

Calculated values
maximum force	0.6	eV/A
ΔE to the lowest compared entry with this formula, charge and spin	80.0	kJ/mol
total charge	0
orbital gap	9.36	eV
SMILES	CCCCCCCCOc1ccc([C@@H]2CC(=O)NC2=O)cc1
HOMO level	-8.610	eV
energy	-26705.596	eV
M	303.40	g/mol

These are the natural (NBO) partial charges, in e, on atoms 1 to 5: atom 1 (C): -0.617, atom 2 (C): -0.397, atom 3 (C): -0.386, atom 4 (C): -0.405, atom 5 (C): -0.399

No. 9
A single C18H25NO3S molecule. Source: the Open Molecules 2025 dataset; level of theory: ωB97M-V/def2-TZVPD.

Geometry (Å):
O (-1.41, -6.33, -0.17)
O (0.07, -3.50, 4.09)
N (-2.40, -5.33, 4.21)
O (0.91, -4.87, -0.38)
S (-3.21, -6.79, 2.23)
C (-1.02, -5.72, 0.80)
C (-0.33, -4.04, 3.12)
C (-3.36, -6.10, 3.87)
C (-1.46, -5.02, 3.15)
C (0.12, -4.78, 0.77)
C (-1.84, -5.71, 1.98)
C (0.44, -3.90, 1.83)
C (-0.02, 7.45, -1.84)
C (1.68, -3.07, 1.85)
C (0.85, 6.58, -2.76)
C (1.34, -1.60, 1.69)
C (1.21, 5.21, -2.02)
C (0.62, -1.45, 0.28)
C (0.01, 4.20, -1.71)
C (0.24, -0.03, -0.07)
C (0.48, 2.71, -1.38)
C (-0.31, 0.22, -1.45)
C (-0.70, 1.73, -1.61)
H (0.46, -5.44, -1.06)
H (-4.14, -6.53, 4.58)
H (-0.57, 8.25, -2.32)
H (-0.69, 6.84, -1.28)
H (0.68, 8.03, -1.20)
H (2.45, -3.29, 1.04)
H (2.19, -3.23, 2.82)
H (1.77, 7.09, -3.05)
H (0.38, 6.36, -3.64)
H (2.15, -0.89, 1.68)
H (0.68, -1.41, 2.56)
H (2.08, 4.67, -2.58)
H (1.58, 5.53, -1.11)
H (1.22, -1.86, -0.55)
H (-0.31, -2.11, 0.23)
H (-0.77, 4.23, -2.52)
H (-0.52, 4.59, -0.76)
H (-0.48, 0.26, 0.67)
H (1.20, 0.62, 0.01)
H (0.92, 2.68, -0.41)
H (1.21, 2.36, -2.14)
H (0.38, 0.08, -2.26)
H (-1.18, -0.45, -1.66)
H (-1.50, 1.94, -0.92)
H (-1.11, 1.83, -2.60)

Calculated values
maximum force	4.3	eV/A
ΔE to the lowest compared entry with this formula, charge and spin	344.9	kJ/mol
total charge	0
orbital gap	7.60	eV
SMILES	CCCCCCCCCCCC1=C(O)C(=O)c2scnc2C1=O
HOMO level	-9.349	eV
energy	-37537.328	eV
M	335.47	g/mol

These are the natural (NBO) partial charges, in e, on atoms 1 to 5: atom 1 (O): -0.518, atom 2 (O): -0.491, atom 3 (N): -0.400, atom 4 (O): -0.669, atom 5 (S): 0.406